C42H73NO2PS | wB97M-V/def2-TZVPD

- Net charge: +1
- Largest force on an atom: 1.81 eV Å⁻¹
- E: -70442.318 eV
- HOMO level: -0.3570 Ha
- Spin multiplicity: 1
- Gap between HOMO and LUMO: 0.284 hartree

Geometry as XYZ:
```
120
Properties=species:S:1:pos:R:3:forces:R:3
C 1.690 -5.526 -0.861 -0.3 -0.7 -0.4
C 1.567 -5.523 -2.409 0.0 0.8 0.4
C 1.928 -4.139 -3.072 0.2 -0.8 1.0
C 1.540 -3.014 -2.123 0.9 -0.2 -0.9
C 0.209 -2.643 -2.080 -0.4 -0.4 -0.5
C -0.253 -1.673 -1.224 -0.4 0.2 0.1
C 0.673 -1.064 -0.406 0.1 0.7 1.1
C 2.018 -1.384 -0.447 0.4 -0.3 -0.1
C 2.489 -2.374 -1.317 0.1 -0.1 0.2
C 3.984 -2.674 -1.293 0.1 0.2 0.4
C 4.512 -3.164 0.098 -0.5 0.2 -0.4
C 5.231 -4.528 0.085 -0.3 1.4 1.0
C 5.825 -4.720 1.499 0.4 -0.4 -0.4
C 6.412 -6.119 1.763 -0.2 0.1 0.0
C 5.425 -7.290 1.559 0.1 -0.2 0.5
C 4.582 -7.626 2.810 0.3 -0.4 -0.5
O 4.040 -6.496 3.476 -0.1 -0.1 -0.3
C 2.911 -5.958 2.799 -0.1 0.3 0.2
N 2.944 -0.690 0.420 -0.3 0.2 -0.3
C 2.539 -0.741 1.807 0.7 0.0 -0.8
C 3.439 -1.204 2.745 -0.6 0.2 0.2
C 3.016 -1.258 4.067 1.8 -0.2 0.4
C 4.000 -1.809 5.104 -1.0 -0.6 -0.3
C 3.288 -2.914 5.931 0.6 -0.9 0.3
C 4.172 -4.170 6.175 0.0 -0.1 -0.2
O 2.819 -2.400 7.175 -0.1 0.5 -0.2
C 1.758 -0.832 4.423 -0.9 0.3 0.8
C 0.852 -0.366 3.486 0.0 0.0 -0.1
C 1.271 -0.335 2.172 -0.5 0.1 -1.1
S 0.233 0.182 0.807 -0.4 0.0 0.1
H 2.534 -4.949 -0.482 -0.2 0.0 -0.1
H 0.749 -5.193 -0.409 0.4 0.2 0.1
H 1.832 -6.574 -0.554 0.0 0.3 0.1
H 2.224 -6.319 -2.777 -0.3 0.2 -0.3
H 0.516 -5.725 -2.648 0.3 -0.4 -0.1
H 1.430 -4.052 -4.042 0.1 0.1 0.2
H 3.010 -4.165 -3.223 -0.3 0.3 -0.2
H -0.469 -3.167 -2.755 0.0 0.2 0.2
H -1.305 -1.398 -1.182 0.2 -0.1 0.0
H 4.297 -3.395 -2.052 -0.2 0.2 0.0
H 4.485 -1.717 -1.493 0.0 -0.3 -0.2
H 3.649 -3.176 0.781 0.3 -0.3 0.0
H 5.171 -2.383 0.499 0.0 -0.3 -0.1
H 6.042 -4.457 -0.653 -0.2 -0.5 0.0
H 4.480 -5.284 -0.159 0.5 -0.1 -0.2
H 6.629 -3.976 1.620 -0.2 -0.2 0.0
H 5.083 -4.486 2.273 0.0 -0.1 -0.2
H 6.793 -6.117 2.796 -0.1 -0.2 -0.2
H 7.289 -6.314 1.128 -0.2 0.3 0.0
H 6.034 -8.178 1.327 -0.3 0.1 0.1
H 4.752 -7.160 0.703 0.3 0.2 0.1
H 5.216 -8.190 3.507 -0.2 0.4 0.2
H 3.765 -8.310 2.518 0.2 0.1 0.1
H 2.032 -5.999 3.461 0.1 -0.2 -0.2
H 3.061 -4.892 2.563 0.1 -0.3 0.0
H 2.713 -6.491 1.861 -0.1 0.1 0.2
H 2.937 0.285 0.112 0.1 -0.1 0.2
H 4.433 -1.507 2.435 -0.1 0.0 0.1
H 4.409 -1.013 5.735 -0.1 -0.3 0.0
H 4.800 -2.313 4.549 0.0 0.4 0.2
H 2.431 -3.262 5.329 0.1 0.2 0.2
H 5.107 -4.116 5.607 -0.1 -0.1 0.2
H 4.420 -4.317 7.236 0.0 0.3 -0.2
H 3.662 -5.089 5.858 0.1 0.3 0.0
H 2.846 -3.085 7.849 0.0 0.0 -0.2
H 1.452 -0.853 5.469 0.2 -0.1 -0.2
H -0.152 -0.042 3.744 0.2 -0.1 0.1
C -0.863 5.574 -4.534 -0.1 -0.1 0.0
C -2.282 5.066 -4.774 0.2 0.2 0.0
C -3.356 6.046 -4.300 -0.1 -0.5 -0.2
C -3.584 6.101 -2.782 0.4 0.8 -0.1
P -4.560 4.799 -2.023 -0.5 -0.1 -0.2
C -6.080 4.645 -2.997 -0.2 -0.1 -0.4
C -6.926 5.882 -3.329 -0.1 0.3 0.1
C -7.774 6.497 -2.211 0.0 0.0 0.2
C -8.636 5.506 -1.436 0.0 0.1 0.0
C -5.090 5.307 -0.388 0.0 0.5 0.7
C -4.100 5.611 0.746 0.3 -0.2 0.2
C -3.418 4.420 1.421 0.2 -0.1 -0.2
C -4.335 3.252 1.763 0.0 0.1 0.0
C -3.905 3.129 -2.132 0.3 -1.0 -0.1
C -2.653 2.592 -1.422 0.1 0.2 0.6
C -1.375 3.442 -1.475 0.2 -0.2 0.0
C -0.311 2.855 -2.397 0.0 0.1 -0.1
H -0.680 5.798 -3.480 0.0 0.0 0.0
H -0.135 4.827 -4.848 0.0 0.0 0.0
H -0.678 6.483 -5.107 0.0 0.0 0.0
H -2.409 4.088 -4.305 0.0 0.0 0.0
H -2.408 4.907 -5.847 -0.1 0.0 0.0
H -4.297 5.799 -4.799 0.0 0.1 0.0
H -3.088 7.048 -4.643 0.0 0.0 0.1
H -4.140 7.023 -2.575 -0.1 -0.1 0.2
H -2.636 6.233 -2.256 0.0 -0.1 0.1
H -6.698 3.872 -2.532 0.1 0.0 0.1
H -5.763 4.210 -3.951 0.1 -0.1 0.1
H -7.608 5.592 -4.132 0.1 -0.1 0.0
H -6.286 6.664 -3.746 0.0 0.0 -0.1
H -8.432 7.242 -2.664 0.1 0.0 -0.1
H -7.146 7.064 -1.520 0.0 0.0 0.0
H -9.386 5.051 -2.085 0.0 -0.1 0.0
H -9.158 6.017 -0.628 0.0 0.0 0.0
H -8.047 4.707 -0.982 0.0 0.0 0.0
H -5.873 4.628 -0.042 0.1 -0.2 -0.2
H -5.598 6.260 -0.558 -0.1 -0.1 -0.3
H -4.656 6.151 1.516 -0.1 0.1 -0.2
H -3.334 6.302 0.385 0.0 0.0 0.0
H -2.940 4.770 2.338 0.0 0.1 0.0
H -2.597 4.076 0.790 0.0 0.0 0.0
H -5.061 3.535 2.528 0.0 0.0 0.0
H -3.750 2.415 2.145 0.0 0.0 0.1
H -4.886 2.886 0.893 0.0 0.0 0.0
H -3.812 2.903 -3.199 -0.1 0.3 -0.1
H -4.735 2.491 -1.801 -0.1 0.2 0.0
H -2.445 1.602 -1.835 -0.1 0.1 -0.1
H -2.906 2.392 -0.380 -0.1 0.1 0.0
H -0.937 3.489 -0.475 -0.1 0.1 0.0
H -1.591 4.474 -1.757 0.0 0.0 0.0
H 0.049 1.904 -1.999 0.0 0.0 0.0
H 0.543 3.529 -2.472 0.0 -0.1 0.0
H -0.696 2.676 -3.404 0.0 0.0 0.0
```
Forces are in eV/Å.